[1]
Molecular formula: C6H10O
Method: DFT, wB97M-V/def2-TZVPD

Last column: natural (NBO) charge in e.
Positions of all 17 atoms, in Å:
1 C -1.68 -0.31 0.64  -0.617
2 C -1.09 0.75 -0.27  -0.226
3 C 0.10 1.56 0.16  -0.419
4 C 0.26 0.52 -0.92  -0.231
5 C 1.00 -0.80 -0.73  -0.524
6 C 1.71 -1.07 0.58  0.453
7 O 1.42 -0.60 1.66  -0.531
8 H -1.47 -0.11 1.69  0.223
9 H -1.29 -1.32 0.41  0.196
10 H -2.77 -0.37 0.51  0.217
11 H -1.81 1.27 -0.90  0.212
12 H 0.16 2.60 -0.15  0.212
13 H 0.52 1.35 1.13  0.243
14 H 0.36 0.91 -1.93  0.217
15 H 1.74 -0.93 -1.52  0.231
16 H 0.30 -1.64 -0.85  0.238
17 H 2.53 -1.81 0.50  0.105

Properties
E in eV: -8430.308

---

[2]
Molecular formula: C12H18CuF9O6
Method: DFT, wB97M-V/def2-TZVPD

Last column: natural (NBO) charge in e.
Positions of all 46 atoms, in Å:
1 Cu 0.47 0.43 -0.41  0.876
2 C 2.16 3.88 -1.90  0.291
3 O 2.90 2.66 -1.95  -0.560
4 O 0.93 3.47 -1.33  -0.901
5 C 2.90 5.13 -1.39  0.924
6 F 2.06 6.23 -1.39  -0.346
7 F 3.32 5.11 -0.12  -0.335
8 F 3.96 5.41 -2.16  -0.340
9 C 4.01 2.50 -2.86  -0.064
10 C 4.66 1.12 -2.93  -0.621
11 H 5.05 0.87 -1.95  0.203
12 H 3.88 0.44 -3.28  0.211
13 H 5.44 1.13 -3.69  0.205
14 H 4.80 3.24 -2.76  0.157
15 H 3.65 2.72 -3.86  0.146
16 H 2.08 4.08 -2.97  0.097
17 C -2.41 -2.31 -2.31  0.292
18 O -2.99 -1.31 -1.45  -0.557
19 O -1.05 -1.88 -2.27  -0.919
20 C -2.82 -3.82 -1.89  0.914
21 F -2.45 -4.65 -2.89  -0.358
22 F -2.25 -4.33 -0.80  -0.333
23 F -4.09 -4.09 -1.78  -0.336
24 C -4.13 -0.66 -1.88  -0.054
25 C -4.62 0.20 -0.68  -0.619
26 H -3.88 0.91 -0.30  0.203
27 H -5.54 0.77 -0.80  0.194
28 H -4.76 -0.51 0.14  0.198
29 H -4.91 -1.41 -2.02  0.148
30 H -4.10 0.02 -2.73  0.154
31 H -2.76 -2.16 -3.34  0.127
32 C 1.44 -1.21 3.56  0.199
33 O 0.00 -1.39 3.23  -0.520
34 O 1.99 -0.66 2.38  -0.200
35 C 1.57 -0.39 4.88  0.950
36 F 1.06 -1.11 5.93  -0.332
37 F 2.85 -0.15 5.21  -0.308
38 F 0.89 0.74 4.79  -0.293
39 C -0.63 -2.43 3.92  -0.077
40 C -2.16 -2.20 3.60  -0.639
41 H -2.88 -2.94 3.93  0.213
42 H -2.50 -1.19 3.85  0.216
43 H -2.35 -2.22 2.52  0.233
44 H -0.49 -2.56 4.99  0.179
45 H -0.24 -3.34 3.46  0.165
46 H 1.93 -2.17 3.68  0.216

Properties
Charge: -1
Expectation value of S²: 0.75
E in eV: -94111.407
Spin multiplicity: 2

---

[3]
Molecular formula: C74H162ClN8O6
Method: DFT, wB97M-V/def2-TZVPD

Last column: Löwdin charge in e.
Positions of all 251 atoms, in Å:
1 C 2.89 -6.35 -8.88  -0.084
2 C 2.55 -7.71 -8.32  -0.250
3 C 1.42 -7.63 -7.33  -0.139
4 N 0.75 -8.94 -6.85  -0.231
5 C -0.20 -9.53 -7.88  -0.084
6 C -1.14 -10.69 -7.34  -0.107
7 C -1.90 -10.37 -5.94  -0.143
8 C -0.86 -9.78 -4.92  -0.153
9 C 0.10 -8.67 -5.47  -0.085
10 C 1.85 -10.07 -6.70  0.048
11 H 3.42 -5.60 -8.27  0.085
12 H 2.06 -5.87 -9.39  0.091
13 H 3.60 -6.52 -9.69  0.084
14 H 3.33 -8.12 -7.67  0.109
15 H 2.35 -8.40 -9.13  0.121
16 H 0.57 -7.06 -7.68  0.138
17 H 1.84 -7.10 -6.47  0.137
18 H -0.86 -8.76 -8.29  0.137
19 H 0.44 -9.99 -8.63  0.124
20 H -1.87 -10.99 -8.10  0.117
21 H -0.52 -11.54 -7.06  0.095
22 H -2.72 -9.69 -6.12  0.108
23 H -2.16 -11.27 -5.38  0.108
24 H -1.38 -9.48 -4.01  0.117
25 H -0.21 -10.62 -4.69  0.097
26 H -0.54 -7.82 -5.68  0.133
27 H 0.92 -8.34 -4.82  0.127
28 H 2.65 -9.65 -6.08  0.104
29 H 2.33 -10.14 -7.67  0.095
30 H 1.45 -10.97 -6.24  0.100
31 C 11.23 5.02 7.43  -0.080
32 C 10.08 5.89 6.84  -0.214
33 C 10.26 6.15 5.32  -0.107
34 N 9.16 6.99 4.61  -0.197
35 C 8.87 8.22 5.47  -0.129
36 C 10.06 9.18 5.41  -0.147
37 C 10.50 9.53 3.95  -0.178
38 C 10.65 8.36 3.03  -0.186
39 C 9.47 7.34 3.09  -0.050
40 C 7.75 6.20 4.53  0.056
41 H 11.18 4.87 8.51  0.084
42 H 12.21 5.44 7.18  0.081
43 H 11.21 3.98 7.12  0.075
44 H 10.16 6.81 7.41  0.102
45 H 9.08 5.52 7.06  0.110
46 H 10.43 5.26 4.72  0.137
47 H 11.19 6.72 5.30  0.115
48 H 8.64 7.98 6.51  0.127
49 H 8.01 8.75 5.07  0.135
50 H 10.88 8.76 5.99  0.107
51 H 9.85 10.14 5.90  0.125
52 H 11.48 10.01 3.91  0.125
53 H 9.70 10.16 3.57  0.116
54 H 11.55 7.85 3.39  0.106
55 H 10.97 8.64 2.03  0.127
56 H 9.82 6.43 2.61  0.132
57 H 8.60 7.82 2.64  0.132
58 H 7.48 6.09 5.58  0.091
59 H 7.97 5.22 4.11  0.103
60 H 6.90 6.66 4.03  0.104
61 C 3.40 -0.53 3.35  -0.081
62 C 2.74 -0.22 1.97  -0.177
63 C 2.17 -1.57 1.40  -0.122
64 N 1.00 -1.35 0.44  -0.230
65 C 0.51 -2.71 -0.19  -0.092
66 C -0.06 -3.64 0.89  -0.207
67 C -1.23 -3.09 1.66  -0.160
68 C -0.93 -1.65 2.21  -0.121
69 C -0.30 -0.78 1.08  -0.099
70 C 1.49 -0.46 -0.74  0.039
71 H 2.83 -1.12 4.06  0.080
72 H 3.74 0.44 3.72  0.084
73 H 4.36 -1.04 3.26  0.075
74 H 3.50 0.12 1.27  0.117
75 H 1.92 0.47 2.10  0.101
76 H 1.71 -2.34 2.02  0.103
77 H 2.90 -2.22 0.92  0.135
78 H 1.30 -3.21 -0.75  0.133
79 H -0.27 -2.54 -0.93  0.135
80 H 0.75 -4.03 1.50  0.112
81 H -0.32 -4.55 0.35  0.127
82 H -1.41 -3.82 2.46  0.120
83 H -2.00 -3.14 0.90  0.122
84 H -0.24 -1.66 3.05  0.110
85 H -1.75 -1.02 2.54  0.118
86 H -0.13 0.26 1.35  0.122
87 H -1.08 -0.74 0.32  0.133
88 H 1.56 0.62 -0.57  0.110
89 H 0.71 -0.55 -1.50  0.102
90 H 2.43 -0.90 -1.08  0.110
91 C 3.32 10.41 -2.33  -0.066
92 C 1.85 9.98 -1.96  -0.207
93 C 1.77 9.70 -0.39  -0.096
94 N 0.53 8.88 0.05  -0.236
95 C -0.83 9.29 -0.61  -0.087
96 C -1.45 10.60 -0.05  -0.134
97 C -1.55 10.53 1.52  -0.138
98 C -0.12 10.24 2.17  -0.137
99 C 0.46 8.95 1.59  -0.120
100 C 0.82 7.42 -0.25  0.014
101 H 3.26 10.96 -3.27  0.084
102 H 3.95 9.53 -2.34  0.085
103 H 3.73 10.98 -1.50  0.072
104 H 1.56 9.15 -2.60  0.099
105 H 1.08 10.73 -2.14  0.097
106 H 1.71 10.69 0.07  0.122
107 H 2.69 9.26 -0.01  0.134
108 H -0.57 9.35 -1.66  0.112
109 H -1.51 8.44 -0.57  0.126
110 H -0.68 11.33 -0.31  0.107
111 H -2.40 10.89 -0.51  0.124
112 H -2.09 11.42 1.84  0.112
113 H -2.23 9.71 1.73  0.104
114 H 0.58 11.08 2.07  0.110
115 H -0.22 10.04 3.23  0.120
116 H 1.36 8.68 2.14  0.145
117 H -0.36 8.25 1.79  0.125
118 H 0.89 7.31 -1.33  0.108
119 H -0.04 6.82 0.06  0.102
120 H 1.71 7.13 0.29  0.118
121 C 12.48 1.25 -3.04  -0.102
122 C 11.27 0.44 -2.73  -0.227
123 C 11.33 -1.15 -2.87  -0.036
124 N 9.91 -1.82 -3.01  -0.218
125 C 10.08 -3.39 -3.04  -0.104
126 C 10.67 -3.89 -4.32  -0.184
127 C 9.96 -3.33 -5.56  -0.190
128 C 9.79 -1.81 -5.60  -0.151
129 C 9.13 -1.26 -4.29  -0.051
130 C 8.95 -1.66 -1.84  0.000
131 H 12.84 1.09 -4.06  0.081
132 H 13.31 0.92 -2.42  0.086
133 H 12.31 2.32 -2.95  0.093
134 H 10.40 0.75 -3.30  0.090
135 H 10.94 0.81 -1.76  0.112
136 H 11.85 -1.65 -2.05  0.132
137 H 11.78 -1.49 -3.80  0.114
138 H 10.56 -3.75 -2.13  0.141
139 H 9.08 -3.78 -3.20  0.127
140 H 11.75 -3.74 -4.33  0.117
141 H 10.59 -4.97 -4.47  0.128
142 H 10.44 -3.61 -6.50  0.124
143 H 9.03 -3.85 -5.76  0.116
144 H 10.68 -1.27 -5.94  0.119
145 H 9.03 -1.74 -6.38  0.119
146 H 8.95 -0.19 -4.17  0.124
147 H 8.17 -1.76 -4.37  0.124
148 H 9.43 -2.07 -0.95  0.105
149 H 8.02 -2.19 -2.07  0.103
150 H 8.81 -0.61 -1.60  0.107
151 C -8.28 -9.61 0.10  -0.080
152 C -8.72 -10.91 0.80  -0.244
153 C -9.73 -11.68 -0.02  -0.086
154 N -10.24 -12.95 0.71  -0.221
155 C -11.54 -13.51 0.08  -0.089
156 C -11.34 -13.93 -1.40  -0.135
157 C -10.26 -15.02 -1.53  -0.178
158 C -8.86 -14.63 -0.92  -0.132
159 C -9.17 -14.14 0.56  -0.083
160 C -10.47 -12.94 2.24  0.001
161 H -7.52 -9.09 0.69  0.082
162 H -9.17 -9.00 -0.08  0.080
163 H -7.82 -9.93 -0.83  0.079
164 H -9.03 -10.74 1.83  0.107
165 H -7.74 -11.38 0.87  0.112
166 H -9.33 -12.09 -0.94  0.124
167 H -10.63 -11.07 -0.05  0.142
168 H -12.09 -12.57 0.15  0.122
169 H -12.01 -14.16 0.82  0.136
170 H -11.15 -13.04 -2.00  0.114
171 H -12.27 -14.38 -1.76  0.126
172 H -10.10 -15.26 -2.58  0.116
173 H -10.57 -15.96 -1.08  0.120
174 H -8.31 -13.90 -1.51  0.101
175 H -8.31 -15.57 -0.84  0.119
176 H -8.32 -13.97 1.21  0.121
177 H -9.51 -15.09 0.98  0.126
178 H -11.18 -12.15 2.45  0.107
179 H -9.58 -12.60 2.76  0.096
180 H -10.94 -13.79 2.74  0.116
181 C -5.53 -0.99 8.03  -0.098
182 C -5.12 0.31 8.66  -0.224
183 C -5.89 1.60 8.18  -0.084
184 N -5.45 2.89 8.93  -0.245
185 C -6.44 4.02 8.49  -0.098
186 C -6.16 5.39 9.18  -0.135
187 C -6.34 5.19 10.73  -0.161
188 C -5.44 4.05 11.36  -0.110
189 C -5.48 2.72 10.45  -0.090
190 C -4.03 3.33 8.52  0.032
191 H -6.29 -1.44 8.68  0.086
192 H -4.68 -1.67 7.95  0.083
193 H -5.91 -0.88 7.02  0.077
194 H -4.05 0.47 8.64  0.110
195 H -5.39 0.18 9.71  0.100
196 H -6.98 1.59 8.32  0.128
197 H -5.77 1.83 7.12  0.126
198 H -7.44 3.63 8.70  0.130
199 H -6.37 4.13 7.41  0.126
200 H -6.84 6.15 8.82  0.121
201 H -5.14 5.69 8.92  0.100
202 H -7.34 4.85 11.00  0.111
203 H -6.10 6.14 11.20  0.115
204 H -5.81 3.86 12.37  0.121
205 H -4.42 4.44 11.33  0.105
206 H -6.40 2.22 10.73  0.133
207 H -4.66 2.04 10.68  0.122
208 H -3.31 2.64 8.95  0.107
209 H -3.73 4.25 9.02  0.096
210 H -3.96 3.45 7.44  0.114
211 C -3.35 4.51 -5.55  -0.090
212 C -4.70 4.79 -4.93  -0.246
213 C -5.78 4.94 -5.99  -0.098
214 N -7.20 5.24 -5.34  -0.201
215 C -7.68 3.94 -4.50  -0.044
216 C -9.16 4.21 -4.12  -0.173
217 C -10.07 4.19 -5.38  -0.175
218 C -9.66 5.46 -6.15  -0.190
219 C -8.19 5.54 -6.46  -0.114
220 C -7.09 6.46 -4.42  0.012
221 H -2.90 5.35 -6.08  0.087
222 H -3.26 3.62 -6.18  0.090
223 H -2.80 4.12 -4.69  0.079
224 H -4.56 5.70 -4.35  0.103
225 H -4.93 3.99 -4.22  0.110
226 H -5.95 4.05 -6.59  0.135
227 H -5.59 5.69 -6.76  0.137
228 H -7.78 3.01 -5.06  0.137
229 H -7.15 3.64 -3.59  0.124
230 H -9.58 3.33 -3.63  0.118
231 H -9.39 5.07 -3.50  0.117
232 H -10.14 3.33 -6.04  0.122
233 H -11.14 4.31 -5.21  0.119
234 H -10.28 5.56 -7.04  0.129
235 H -10.10 6.32 -5.65  0.118
236 H -7.93 4.83 -7.24  0.141
237 H -7.97 6.55 -6.81  0.141
238 H -8.07 6.94 -4.40  0.100
239 H -6.39 7.09 -4.96  0.103
240 H -6.67 6.42 -3.41  0.108
241 Cl 6.00 4.25 -1.68  -0.997
242 O -4.19 -0.73 -4.95  0.109
243 C -3.40 -1.54 -5.52  -1.019
244 O -2.61 -0.85 -6.19  -0.011
245 O -3.26 -2.71 -5.49  0.027
246 H -3.45 -0.36 -5.44  -0.105
247 O 1.98 2.43 7.64  0.064
248 C 2.74 3.33 8.16  -0.971
249 O 3.83 2.84 8.57  -0.087
250 O 2.44 4.53 8.09  -0.074
251 H 2.48 1.87 8.22  0.068

Properties
Charge: +5
E in eV: -116039.969

---

[4]
Molecular formula: CHF3OSc
Method: DFT, wB97M-V/def2-TZVPD

Last column: natural (NBO) charge in e.
Positions of all 7 atoms, in Å:
1 O 2.24 0.22 -0.64  -1.022
2 Sc 3.48 1.66 -0.72  2.311
3 H 1.86 -0.93 -0.51  0.488
4 C 0.97 -2.57 -0.41  0.956
5 F -0.04 -2.70 -1.27  -0.242
6 F 1.79 -3.59 -0.61  -0.246
7 F 0.46 -2.71 0.81  -0.245

Properties
Charge: +2
Expectation value of S²: 0.75
E in eV: -31929.630
Spin multiplicity: 2

---

[5]
Molecular formula: C46H40AsHgN8O2S2Te
Method: DFT, wB97M-V/def2-TZVPD

Last column: Löwdin charge in e.
Positions of all 101 atoms, in Å:
1 Hg 10.45 15.48 12.30  1.149
2 N 13.20 19.99 12.73  0.088
3 C 12.77 18.82 11.97  -0.344
4 N 11.43 18.36 12.34  0.135
5 C 11.13 18.44 13.60  -0.374
6 N 10.20 17.78 14.28  0.001
7 N 9.60 16.68 13.91  -0.144
8 C 8.51 16.31 14.61  -0.121
9 C 7.91 15.03 14.61  -0.308
10 C 6.50 14.82 14.79  -0.004
11 C 5.94 13.51 14.58  -0.067
12 C 6.83 12.46 14.35  -0.107
13 C 8.18 12.75 14.33  -0.181
14 N 8.72 13.96 14.45  0.086
15 C 11.78 19.37 14.55  -0.087
16 C 11.27 19.68 15.82  -0.046
17 C 11.90 20.63 16.63  -0.131
18 C 13.09 21.21 16.22  -0.137
19 C 13.58 20.92 14.98  -0.055
20 C 12.90 20.09 14.06  -0.200
21 H 14.11 20.33 12.38  0.139
22 H 13.50 17.98 12.23  0.150
23 H 8.20 17.10 15.32  0.131
24 H 5.81 15.67 14.90  0.109
25 H 4.84 13.39 14.66  0.103
26 H 6.47 11.43 14.13  0.107
27 H 8.87 11.95 14.19  0.091
28 H 10.32 19.22 16.11  0.097
29 H 11.47 20.77 17.65  0.095
30 H 13.66 21.90 16.87  0.105
31 H 14.58 21.24 14.70  0.102
32 C 9.20 12.16 10.08  -0.262
33 Te 10.64 13.66 9.27  1.666
34 C 11.79 11.70 8.79  -0.270
35 C 10.77 10.60 8.76  -0.264
36 C 10.96 9.37 8.13  -0.060
37 C 10.02 8.39 8.23  -0.103
38 C 8.79 8.63 8.83  -0.107
39 C 8.51 9.83 9.39  -0.054
40 C 9.52 10.81 9.42  -0.245
41 H 8.18 12.45 9.81  0.072
42 H 9.36 12.16 11.16  0.063
43 H 12.50 11.79 9.61  0.019
44 H 12.31 11.86 7.85  0.053
45 H 11.85 9.22 7.47  0.130
46 H 10.22 7.39 7.82  0.108
47 H 8.11 7.79 8.92  0.102
48 H 7.52 10.02 9.79  0.116
49 S 13.18 14.05 11.55  0.511
50 C 11.57 14.09 11.20  -1.168
51 C 13.63 17.52 6.03  -0.147
52 C 14.34 18.58 6.91  -0.297
53 C 13.90 18.53 8.33  -0.755
54 N 12.78 17.85 8.59  -0.093
55 N 12.29 18.05 9.73  -0.113
56 C 12.83 19.14 10.49  -0.761
57 N 12.12 20.38 10.20  0.018
58 S 14.52 19.38 9.67  0.859
59 H 14.18 17.23 5.08  0.059
60 H 12.66 17.95 5.71  0.066
61 H 13.57 16.53 6.52  0.054
62 H 14.07 19.60 6.58  0.088
63 H 15.42 18.46 6.79  0.079
64 H 12.08 20.53 9.19  0.060
65 H 11.19 20.48 10.63  0.072
66 C 15.48 10.11 16.78  -0.104
67 C 14.75 10.80 17.74  -0.101
68 C 14.11 11.98 17.42  -0.102
69 C 14.22 12.48 16.13  -0.405
70 C 14.96 11.79 15.16  -0.136
71 C 15.57 10.58 15.48  -0.101
72 As 13.09 13.86 15.36  1.335
73 C 12.45 14.66 17.09  -0.308
74 C 11.25 14.37 17.77  -0.122
75 C 10.72 15.27 18.68  -0.091
76 C 11.41 16.48 18.94  -0.089
77 C 12.57 16.84 18.30  -0.025
78 C 13.10 15.91 17.36  -0.186
79 C 14.30 16.12 16.56  -0.211
80 C 15.31 17.00 16.89  -0.031
81 C 16.50 17.03 16.14  -0.075
82 C 16.65 16.19 15.03  -0.090
83 C 15.62 15.33 14.66  -0.101
84 C 14.49 15.21 15.48  -0.325
85 H 15.99 9.17 17.04  0.100
86 H 14.59 10.36 18.72  0.101
87 H 13.50 12.51 18.14  0.092
88 H 15.01 12.11 14.11  0.089
89 H 16.06 9.99 14.71  0.099
90 H 10.80 13.38 17.70  0.098
91 H 9.71 15.11 19.05  0.098
92 H 10.95 17.18 19.63  0.097
93 H 13.08 17.79 18.41  0.106
94 H 15.26 17.58 17.82  0.111
95 H 17.30 17.68 16.48  0.094
96 H 17.56 16.19 14.45  0.096
97 H 15.68 14.78 13.70  0.094
98 O 9.01 15.43 9.75  -0.335
99 C 8.16 16.10 10.37  -0.577
100 O 8.01 16.31 11.58  -0.089
101 H 7.44 16.56 9.68  0.119

Properties
Charge: -1
E in eV: -158337.674

---

[6]
Molecular formula: C3H7N3O
Method: DFT, wB97M-V/def2-TZVPD

Last column: natural (NBO) charge in e.
Positions of all 14 atoms, in Å:
1 C -0.84 1.97 1.33  -0.703
2 N -1.32 1.07 0.15  -0.599
3 C -0.28 0.38 -0.63  0.793
4 O 0.09 0.83 -1.69  -0.572
5 N 0.19 -0.75 -0.03  -0.645
6 C 1.16 -1.55 -0.64  0.273
7 N 1.55 -2.61 -0.06  -0.648
8 H -0.04 2.55 0.86  0.148
9 H -0.36 1.24 2.01  0.128
10 H -1.80 1.68 -0.51  0.436
11 H -2.01 0.42 0.52  0.419
12 H -0.08 -0.99 0.91  0.425
13 H 1.48 -1.16 -1.60  0.191
14 H 2.25 -3.08 -0.62  0.354

Properties
E in eV: -9739.555

---

[7]
Molecular formula: C2Br2Cl2S
Method: DFT, wB97M-V/def2-TZVPD

Last column: natural (NBO) charge in e.
Positions of all 7 atoms, in Å:
1 C 0.76 -0.02 -0.42  -0.139
2 C -0.57 0.04 0.26  -0.442
3 S -0.22 -0.08 2.07  0.094
4 Cl 1.62 1.39 -0.59  0.174
5 Cl 1.60 -1.48 -0.62  0.162
6 Br -1.57 1.66 -0.40  0.065
7 Br -1.62 -1.51 -0.31  0.085

Properties
E in eV: -178036.054